Entry from the Open Molecules 2025 dataset: a structure of composition C17H30CoNO6Si3 (ωB97M-V/def2-TZVPD).

ORCA input file:
```
! wB97M-V def2-TZVPD RIJCOSX def2/J DEFGRID3
* xyz -1 4
Co 0.215 -0.060 -0.105
Si -1.093 2.003 1.690
Si -1.296 2.718 -1.389
Si -2.585 0.114 -0.296
O 2.269 0.561 3.682
O 6.373 0.062 -0.205
O -1.700 -1.273 0.121
O 0.717 -0.595 -1.984
O 2.476 -0.496 -3.359
O 0.085 -0.393 2.125
N 2.191 0.081 0.128
C 2.512 0.377 2.534
C -1.001 2.050 -3.127
C 4.210 -0.185 -1.176
C 2.975 0.245 1.300
C -2.524 2.996 2.440
C -2.087 -2.596 -0.181
C 0.041 4.014 -1.071
C 0.473 3.000 2.026
C 2.857 -0.156 -1.030
C -1.348 1.439 -0.043
C 1.971 -0.433 -2.248
C -4.140 0.107 0.786
C -3.211 -0.173 -2.046
C 4.448 0.262 1.186
C -2.939 3.678 -1.461
C -0.903 0.437 2.776
C 5.013 0.057 -0.019
H -2.320 3.291 3.473
H -4.779 -0.750 0.553
H -0.304 1.209 -3.106
H -2.377 -0.410 -2.710
H -1.308 -3.277 0.163
H 6.785 0.262 0.641
H 1.310 2.635 1.426
H -0.561 0.672 3.789
H 1.001 3.532 -0.870
H -3.721 0.708 -2.439
H 0.086 -1.274 2.509
H 0.326 4.056 1.796
H -3.779 3.008 -1.668
H 0.757 2.914 3.078
H -3.901 0.071 1.851
H -1.854 -0.103 2.855
H -2.917 4.438 -2.247
H -0.207 4.645 -0.215
H -2.213 -2.737 -1.258
H -3.146 4.179 -0.512
H -3.026 -2.852 0.320
H -3.461 2.435 2.420
H 0.164 4.661 -1.942
H -1.925 1.708 -3.596
H -0.574 2.828 -3.765
H 4.644 -0.366 -2.146
H -3.920 -1.005 -2.067
H -4.724 1.014 0.607
H 5.040 0.429 2.079
H -2.676 3.908 1.856
*
```

As for the expectation value of S²: 3.76. The calculation puts the total energy at -3423.4087 Eh. The largest force on an atom comes out at 0.7 eV/Å.

***

Entry from the Open Molecules 2025 dataset: a structure of composition C17H30INO7Ti (ωB97M-V/def2-TZVPD).

ORCA input file:
```
! wB97M-V def2-TZVPD RIJCOSX def2/J DEFGRID3
* xyz -1 4
I -2.453 -4.369 -2.024
Ti -1.680 -2.054 -0.539
O -1.641 0.181 -2.369
O 2.949 -1.389 -0.325
O 2.621 -2.740 -2.077
O -3.217 -0.289 0.732
O 0.428 -0.322 -3.145
O 0.948 -2.350 -0.631
O 0.092 1.582 -2.071
N -2.785 0.484 1.808
C 1.482 1.600 -2.412
C -1.516 -1.371 3.039
C 2.066 -2.172 -0.972
C 4.203 -1.387 -0.999
C -2.622 -0.306 3.019
C -2.329 2.412 0.354
C -0.427 0.972 1.068
C 4.549 -2.177 -3.407
C 4.035 -2.541 -2.020
C -0.503 0.459 -2.542
C -1.284 1.670 3.936
C 1.521 0.533 -3.511
C -2.393 0.661 4.201
C -1.616 2.465 2.673
C 1.425 1.069 -4.920
C -3.954 -0.948 3.428
C -1.810 1.508 1.494
H 4.537 -3.448 -1.677
H -1.618 3.243 0.310
H 1.126 0.305 -5.636
H -1.226 2.354 4.796
H 0.139 0.408 1.808
H -1.590 -1.969 3.953
H 4.281 -1.154 -3.656
H -0.522 -0.929 3.081
H -3.791 -1.471 4.372
H 4.329 -0.419 -1.478
H 1.741 2.557 -2.864
H 2.348 -0.173 -3.415
H 5.026 -1.730 -0.377
H -1.609 -2.048 2.185
H -4.421 -1.646 2.726
H 2.049 1.408 -1.502
H 5.639 -2.278 -3.379
H 0.202 1.770 0.661
H -3.290 1.256 4.410
H -2.560 2.976 2.895
H -4.751 -0.200 3.483
H -0.839 3.223 2.546
H 0.800 1.955 -5.022
H 4.222 -2.895 -4.156
H -0.566 0.230 0.270
H 2.446 1.344 -5.207
H -0.264 1.278 3.865
H -2.356 1.960 -0.635
H -2.232 0.220 5.192
H -3.336 2.692 0.663
*
```

As for the expectation value of S²: 3.75. The calculation puts the total energy at -2394.3045 Eh. The largest force on an atom comes out at 1.8 eV/Å.

***

Entry from the Open Molecules 2025 dataset: a structure of composition C17H31ClN2O6Tl (ωB97M-V/def2-TZVPD).

ORCA input file:
```
! wB97M-V def2-TZVPD RIJCOSX def2/J DEFGRID3
* xyz 3 1
Tl -0.557 3.681 1.509
Cl -2.463 2.028 2.408
O 2.482 -1.087 -2.374
O -0.785 1.134 -2.902
O -2.952 -0.996 3.508
O 0.189 -1.825 -2.590
O 0.511 0.574 -0.752
O 2.298 1.903 -3.866
N -1.798 -1.488 1.291
N 4.698 0.164 1.978
C 2.817 -0.663 -3.743
C -0.190 0.615 0.577
C -1.671 -0.164 0.588
C -1.862 -1.399 2.794
C -1.532 -0.678 -1.003
C -4.354 3.099 0.103
C -0.607 -1.904 3.780
C -3.061 -2.252 0.909
C 3.367 0.891 -3.860
C -0.522 -1.986 -1.278
C 0.997 0.077 1.566
C 1.588 -2.284 -2.476
C 3.451 0.942 2.447
C 2.366 0.936 1.197
C -2.872 0.917 0.939
C -0.597 0.498 -1.743
C -3.273 1.929 -0.282
H -3.726 1.273 -1.159
H 5.188 0.841 1.337
H 1.254 -1.062 1.465
H 1.776 -3.074 -1.634
H -3.519 -2.884 1.799
H 4.130 1.189 -3.015
H -0.939 -2.913 4.295
H -3.889 0.380 1.263
H -0.175 1.772 0.774
H 3.710 -1.364 -4.102
H -0.469 -1.101 4.653
H -2.308 2.470 -0.696
H 2.969 0.433 3.389
H 3.791 2.050 2.648
H 2.228 2.222 -2.901
H 0.716 0.315 2.686
H -2.706 -3.064 0.109
H -4.667 3.659 -0.902
H 0.380 -2.117 3.187
H 4.396 -0.653 1.373
H -3.876 -1.612 0.371
H 2.028 2.048 0.963
H 1.903 -0.777 -4.471
H -2.572 -0.836 -1.566
H -3.816 3.918 0.761
H 1.844 -2.819 -3.508
H -5.330 2.663 0.581
H 2.929 0.531 0.250
H -1.129 -2.999 -1.393
H 3.974 0.974 -4.882
H 0.239 -2.124 -0.400
*
```

The calculation puts the total energy at -1858.3040 Eh. The largest force on an atom comes out at 9.7 eV/Å.

***

Entry from the Open Molecules 2025 dataset: a structure of composition C17H31ClN4O (ωB97M-V/def2-TZVPD).

ORCA input file:
```
! wB97M-V def2-TZVPD RIJCOSX def2/J DEFGRID3
* xyz 0 1
Cl 3.620 -2.127 -1.307
O -1.464 3.084 -1.950
N 0.702 -0.013 1.003
N -2.033 -0.364 1.420
N 3.122 1.383 -2.011
N 3.592 0.247 -2.345
C 0.215 -0.326 2.489
C 2.510 1.481 -0.862
C -1.585 1.531 -0.216
C -1.449 1.859 -1.461
C -4.907 -0.614 1.924
C -4.060 -1.727 1.069
C 4.214 0.031 -3.521
C 2.038 2.755 -0.249
C -2.735 -1.702 1.749
C 3.205 -0.507 -1.499
C -6.202 -0.456 0.986
C 2.714 0.290 -0.376
C -5.424 -1.317 3.111
C -0.084 -0.623 -0.003
C 2.222 -0.076 0.990
C -1.437 -0.176 0.259
C -1.335 0.350 2.364
H 1.525 2.396 0.699
H -7.002 0.246 1.434
H 2.123 -1.327 1.065
H -0.163 -1.624 0.178
H -2.677 -1.674 2.694
H 0.325 -0.183 -0.964
H -6.131 -0.155 3.562
H -4.389 -2.765 1.435
H 3.783 -1.010 -4.115
H 4.405 0.729 -4.139
H -0.738 1.827 0.441
H 2.751 0.128 1.703
H -5.885 -2.172 3.314
H -1.264 1.510 2.434
H 0.180 -1.418 2.468
H -1.600 0.085 3.530
H -2.609 1.782 0.101
H -2.439 1.407 -2.058
H -4.583 -1.114 3.888
H -1.950 -2.328 1.341
H 0.924 0.299 3.227
H 5.513 -0.500 -3.285
H -0.401 1.398 -1.940
H -6.829 -1.554 0.772
H 2.742 3.634 -0.258
H -4.532 0.276 1.844
H -3.870 -1.517 0.202
H 1.190 2.977 -0.955
H -2.096 3.483 -1.486
H -6.063 -0.354 -0.049
H -2.078 -0.509 -0.581
*
```

The energy relative to the best compared isomer or geometry (same formula, charge and spin) is 429.70 kcal per mole. The largest force on an atom comes out at 16.0 eV/Å.

***

Entry from the Open Molecules 2025 dataset: a cluster of 4 separate species, C17H31IN4O4 in total (ωB97M-V/def2-TZVPD).

ORCA input file:
```
! wB97M-V def2-TZVPD RIJCOSX def2/J DEFGRID3
* xyz 0 1
I 1.853 0.836 5.174
O 0.696 1.433 2.542
O -0.176 -1.376 -0.101
O -1.719 2.204 -3.379
O 2.212 0.210 1.407
N -2.471 4.365 3.690
N 0.650 -1.194 -4.437
N 0.260 0.920 0.337
N 5.375 -3.037 -2.327
C 5.214 -3.925 -1.614
C 0.333 0.614 3.649
C -2.066 4.461 2.618
C -0.928 -2.102 -1.064
C -2.875 2.306 -2.584
C -1.062 1.031 4.081
C -0.759 1.308 -2.824
C -1.529 0.603 5.464
C -0.728 -0.143 0.308
C 1.153 0.774 1.429
C 0.209 2.050 -1.906
C -1.521 4.583 1.271
C 1.353 -1.939 -3.912
C 0.983 1.166 -0.927
C 5.012 -5.039 -0.695
C -2.358 -2.413 -0.632
C 2.261 -2.868 -3.252
H -2.220 5.121 0.635
H 4.005 -5.436 -0.807
H -1.556 0.173 -0.328
H 1.932 -3.891 -3.430
H -2.508 1.054 5.650
H -0.577 5.123 1.305
H -2.753 -3.248 -1.209
H 3.269 -2.741 -3.637
H -1.145 2.107 3.947
H 2.266 -2.668 -2.181
H -1.345 3.590 0.857
H -2.634 2.447 -1.521
H 5.732 -5.827 -0.908
H -1.301 0.514 -2.300
H -0.224 0.830 -3.640
H -1.122 -0.254 1.326
H -0.327 2.840 -1.372
H 1.296 0.231 -1.404
H -3.511 1.416 -2.687
H 5.148 -4.698 0.330
H 0.382 -0.438 3.366
H 1.903 1.688 -0.663
H 0.937 2.559 -2.545
H -3.016 -1.561 -0.829
H -3.450 3.169 -2.923
H -0.387 -3.043 -1.195
H -0.867 0.953 6.254
H -2.401 -2.611 0.440
H -1.733 0.575 3.340
H -0.914 -1.602 -2.039
H -1.662 -0.479 5.541
*
```

The calculation puts the total energy at -1483.9590 Eh. Its structure (SMILES) is CCOCN(CCCOC)C(=O)O[C@@H](I)CC.CC#N.CC#N.CC#N. The largest force on an atom comes out at 1.0 eV/Å.

***

Entry from the Open Molecules 2025 dataset: a cluster of 2 separate species, C17H31N2O6S in total (ωB97M-V/def2-TZVPD).

ORCA input file:
```
! wB97M-V def2-TZVPD RIJCOSX def2/J DEFGRID3
* xyz 1 1
S 1.388 -1.070 -2.166
O -2.158 -0.463 -3.043
O -3.277 1.155 2.617
O -4.830 1.904 3.957
O 6.567 -1.587 0.051
O -1.178 -2.764 0.153
O 5.092 -0.636 -1.352
N -1.113 -0.781 -1.058
N 0.177 -0.184 -1.187
C -1.591 -2.747 -2.695
C 0.090 1.269 -1.674
C 3.778 2.159 -1.173
C 4.820 -3.432 -2.198
C -5.389 0.081 2.397
C -1.673 -1.293 -2.333
C 2.475 2.204 -1.974
C -1.431 -0.741 1.409
C -6.204 2.042 4.358
C -6.614 0.987 5.362
C 1.225 2.095 -1.071
C 5.627 -1.672 -0.686
C 5.786 0.622 -1.212
C 4.980 1.645 -1.987
C -4.429 1.094 2.975
C 4.991 -2.994 -0.957
C -1.247 -1.576 0.177
H 2.400 3.153 -2.506
H 3.999 3.142 -0.755
H -2.539 -3.247 -2.501
H 6.801 0.531 -1.596
H 0.552 -0.123 -0.237
H -6.255 3.031 4.808
H -2.169 -1.180 2.070
H -6.856 2.059 3.484
H -5.127 -0.079 1.354
H -6.559 -0.017 4.939
H 1.539 -2.085 -1.296
H -6.433 0.378 2.441
H 4.854 -4.493 -2.413
H 4.651 1.209 -2.932
H 3.636 1.484 -0.322
H -0.458 -0.716 1.917
H -1.362 -2.792 -3.758
H 2.466 1.396 -2.705
H 5.831 0.898 -0.158
H -5.268 -0.858 2.939
H -5.955 1.018 6.229
H -0.880 1.599 -1.317
H 5.652 2.470 -2.225
H -1.681 0.284 1.161
H 1.485 1.681 -0.091
H -7.637 1.162 5.693
H -0.809 -3.260 -2.146
H 4.652 -2.754 -3.026
H 4.695 -3.552 -0.078
H 0.820 3.093 -0.906
H 0.092 1.252 -2.763
*
```

The calculation puts the total energy at -1625.1558 Eh. The largest force on an atom comes out at 1.2 eV/Å.

***

Entry from the Open Molecules 2025 dataset: a structure of composition C17H31N3P2Zn (ωB97M-V/def2-TZVPD).

ORCA input file:
```
! wB97M-V def2-TZVPD RIJCOSX def2/J DEFGRID3
* xyz 0 1
Zn -1.587 -0.132 -1.731
P 1.038 -2.084 1.858
P 0.705 2.087 2.290
N -1.851 -0.016 3.345
N -0.895 1.451 7.517
N -1.134 1.618 5.058
C 1.566 0.706 1.369
C -0.316 -3.042 1.116
C -0.567 1.428 -2.621
C 0.920 -1.992 3.628
C -1.942 -0.723 -4.513
C -0.768 2.557 1.261
C 2.622 -2.563 1.163
C 1.812 3.488 1.899
C -2.371 0.771 -4.294
C 0.780 -0.736 -3.279
C -1.524 0.719 4.214
C 0.539 0.788 -3.469
C -1.923 1.393 -2.982
C -0.370 -1.556 -2.716
C -1.030 1.473 6.348
C -1.678 -1.506 -3.244
C 0.614 -0.465 1.078
H 3.276 -1.678 1.060
H -1.243 3.385 1.810
H -1.082 -0.703 -5.189
H 2.006 1.106 0.442
H 1.831 4.131 2.795
H -2.008 1.360 -5.151
H 2.404 0.408 2.034
H -0.206 2.192 -1.927
H 1.617 -0.845 -2.572
H 2.828 3.131 1.689
H -1.243 -2.444 1.130
H 0.573 -0.641 -0.021
H 2.478 -3.034 0.176
H -2.392 -2.326 -3.057
H -2.752 -1.242 -5.062
H -0.421 -0.252 1.419
H 1.368 -1.055 3.995
H 1.428 4.066 1.057
H 0.435 1.018 -4.536
H 3.087 -3.293 1.847
H -2.611 2.140 -2.580
H -1.462 1.709 1.224
H -0.482 2.882 0.255
H -0.069 -3.313 0.078
H 1.465 1.285 -3.133
H -0.450 -3.948 1.721
H -0.140 -2.019 3.936
H 1.455 -2.854 4.052
H -3.461 0.801 -4.349
H -0.040 -2.478 -2.213
H 1.172 -1.154 -4.221
*
```

The energy relative to the best compared isomer or geometry (same formula, charge and spin) is 0.00 kcal per mole. The largest force on an atom comes out at 3.5 eV/Å.

***

Entry from the Open Molecules 2025 dataset: a cluster of 3 separate species, C17H31N4O2 in total (ωB97M-V/def2-TZVPD).

ORCA input file:
```
! wB97M-V def2-TZVPD RIJCOSX def2/J DEFGRID3
* xyz 1 1
O 2.109 -1.641 -3.998
O -2.089 0.254 -1.102
N 0.751 1.242 4.641
N -0.753 0.811 2.860
N 2.089 1.226 4.778
N 1.644 0.709 2.737
C -0.383 1.212 -2.600
C 2.625 0.914 3.604
C 0.479 0.906 3.349
C -3.870 1.631 5.530
C 2.643 1.568 6.090
C 3.485 -1.632 -4.334
C -2.155 0.216 4.734
C -1.847 1.122 3.745
C -2.988 -0.162 -2.119
C -3.161 0.451 5.633
C -3.550 2.525 4.544
C 1.216 -2.055 -5.017
C -0.715 0.274 -1.455
C -2.546 2.301 3.635
C -2.740 -1.575 -2.616
C 3.829 -0.702 -5.485
C 1.454 -3.474 -5.505
H -1.547 -0.686 4.783
H -0.359 -0.739 -1.667
H -4.661 1.839 6.242
H 1.427 -4.175 -4.669
H 3.836 -2.650 -4.538
H -0.735 2.223 -2.387
H 0.216 -1.992 -4.584
H -2.755 -2.282 -1.785
H -2.977 0.552 -2.949
H 0.695 1.241 -2.764
H 3.366 -1.024 -6.419
H -2.281 2.993 2.842
H -0.182 0.609 -0.560
H 3.481 0.311 -5.277
H 3.691 0.842 3.444
H -3.984 -0.108 -1.678
H -3.507 -1.862 -3.336
H -3.388 -0.281 6.399
H -0.885 0.565 1.887
H 1.238 -1.347 -5.853
H 2.426 -3.578 -5.990
H 0.168 1.454 5.438
H 4.009 -1.296 -3.439
H -1.771 -1.667 -3.109
H 4.908 -0.677 -5.642
H 2.208 0.886 6.824
H 2.370 2.608 6.298
H 0.690 -3.759 -6.228
H 3.731 1.528 6.104
H -0.851 0.892 -3.532
H -4.103 3.459 4.496
*
```

The energy relative to the best compared isomer or geometry (same formula, charge and spin) is 0.00 kcal per mole. The largest force on an atom comes out at 1.9 eV/Å.

***

Q: largest force on an atom of number 7 (C17H31N3P2Zn)?
A: 3.5 eV/Å

***

Copy entry 2 word for word.
Entry from the Open Molecules 2025 dataset: a structure of composition C17H30INO7Ti (ωB97M-V/def2-TZVPD).

ORCA input file:
```
! wB97M-V def2-TZVPD RIJCOSX def2/J DEFGRID3
* xyz -1 4
I -2.453 -4.369 -2.024
Ti -1.680 -2.054 -0.539
O -1.641 0.181 -2.369
O 2.949 -1.389 -0.325
O 2.621 -2.740 -2.077
O -3.217 -0.289 0.732
O 0.428 -0.322 -3.145
O 0.948 -2.350 -0.631
O 0.092 1.582 -2.071
N -2.785 0.484 1.808
C 1.482 1.600 -2.412
C -1.516 -1.371 3.039
C 2.066 -2.172 -0.972
C 4.203 -1.387 -0.999
C -2.622 -0.306 3.019
C -2.329 2.412 0.354
C -0.427 0.972 1.068
C 4.549 -2.177 -3.407
C 4.035 -2.541 -2.020
C -0.503 0.459 -2.542
C -1.284 1.670 3.936
C 1.521 0.533 -3.511
C -2.393 0.661 4.201
C -1.616 2.465 2.673
C 1.425 1.069 -4.920
C -3.954 -0.948 3.428
C -1.810 1.508 1.494
H 4.537 -3.448 -1.677
H -1.618 3.243 0.310
H 1.126 0.305 -5.636
H -1.226 2.354 4.796
H 0.139 0.408 1.808
H -1.590 -1.969 3.953
H 4.281 -1.154 -3.656
H -0.522 -0.929 3.081
H -3.791 -1.471 4.372
H 4.329 -0.419 -1.478
H 1.741 2.557 -2.864
H 2.348 -0.173 -3.415
H 5.026 -1.730 -0.377
H -1.609 -2.048 2.185
H -4.421 -1.646 2.726
H 2.049 1.408 -1.502
H 5.639 -2.278 -3.379
H 0.202 1.770 0.661
H -3.290 1.256 4.410
H -2.560 2.976 2.895
H -4.751 -0.200 3.483
H -0.839 3.223 2.546
H 0.800 1.955 -5.022
H 4.222 -2.895 -4.156
H -0.566 0.230 0.270
H 2.446 1.344 -5.207
H -0.264 1.278 3.865
H -2.356 1.960 -0.635
H -2.232 0.220 5.192
H -3.336 2.692 0.663
*
```

As for the expectation value of S²: 3.75. The calculation puts the total energy at -2394.3045 Eh. The largest force on an atom comes out at 1.8 eV/Å.

***

Q: What is the largest force on an atom in the sixth record?
A: 1.2 eV/Å